ORCA calculation (the ωB97M-V functional and the def2-TZVPD basis) on the molecule C20H20O6 at a distorted geometry.

Properties
LUMO energy = -0.0263 Ha
strongest force on any atom = 3.61 eV Å⁻¹
SMILES = C=Cc1c(C)c(O)c2cc3c(c(O)c2c1O)C(=O)[C@](C)(O)C(=O)C3(C)C
HOMO energy = -7.25 eV
spin multiplicity = 1
HOMO-LUMO gap = 0.24000 Ha
energy = -1225.53796 hartree
relative energy (zero: lowest compared OMol25 entry of this formula, charge and spin) = 0.1673 eV

Each line ends with the Löwdin charge.
Positions of all 46 atoms, in Å:
C  -0.34  5.69  2.41  0.03
C  0.51  4.60  2.29  -0.09
C  0.41  3.54  1.28  -0.12
C  -0.10  3.69  -0.04  -0.12
C  -0.33  5.07  -0.60  -0.05
C  -0.34  2.53  -0.83  -0.20
O  -0.95  2.72  -2.04  0.05
C  -0.11  1.23  -0.33  -0.10
C  -0.47  0.15  -1.07  0.03
C  -0.27  -1.17  -0.61  -0.06
C  0.36  -1.36  0.64  -0.02
C  0.77  -0.25  1.39  -0.11
O  1.22  -0.44  2.67  0.06
C  0.48  1.08  0.93  -0.01
C  0.78  2.24  1.70  -0.15
O  1.32  2.12  2.98  0.04
C  0.66  -2.72  1.09  -0.20
O  0.73  -2.94  2.29  0.10
C  0.76  -3.89  0.09  -0.35
C  0.66  -5.26  0.87  0.01
O  2.03  -3.96  -0.62  0.04
C  -0.40  -3.70  -0.88  -0.23
O  -0.97  -4.71  -1.33  0.11
C  -0.67  -2.33  -1.55  -0.40
C  0.19  -2.18  -2.79  -0.03
C  -2.18  -2.24  -1.97  -0.02
H  -0.19  6.48  3.16  0.05
H  -1.22  5.84  1.79  0.05
H  1.29  4.49  3.05  0.10
H  -0.04  5.10  -1.67  0.09
H  0.26  5.84  -0.11  0.08
H  -1.38  5.38  -0.55  0.10
H  -1.24  3.65  -2.05  0.09
H  -0.95  0.32  -2.00  0.10
H  1.10  -1.41  2.90  0.11
H  1.27  1.15  3.18  0.08
H  1.46  -5.37  1.58  0.09
H  0.67  -6.11  0.21  0.08
H  -0.28  -5.23  1.44  0.10
H  2.00  -4.63  -1.28  0.09
H  1.25  -2.16  -2.50  0.10
H  -0.01  -3.02  -3.51  0.11
H  -0.02  -1.24  -3.35  0.10
H  -2.82  -2.31  -1.10  0.08
H  -2.47  -1.26  -2.45  0.10
H  -2.43  -3.03  -2.72  0.10


ORCA calculation (the ωB97M-V functional and the def2-TZVPD basis) on a 3-piece molecular cluster, C20H21BrClNO10P overall at a distorted geometry.

Properties
LUMO energy = -0.1434 Ha
strongest force on any atom = 1.65 eV Å⁻¹
HOMO energy = -11.47 eV
spin multiplicity = 1
charge = +1
HOMO-LUMO gap = 0.27811 Ha
energy = -4957.13244 hartree

Each line ends with the Löwdin charge.
Positions of all 55 atoms, in Å:
C  -0.60  -3.41  4.19  0.20
C  -0.59  -2.76  3.19  -0.07
C  -0.59  -1.95  1.97  -0.35
C  -1.23  -2.82  0.85  -0.10
C  -2.16  -2.12  -0.13  -0.26
C  -3.52  -1.73  0.48  -0.58
Br  -3.97  0.12  0.13  0.71
C  -1.04  -0.52  2.15  -0.09
O  -0.41  0.15  1.06  -0.10
C  0.93  -0.25  1.10  -0.46
P  1.83  -0.30  -0.55  0.59
O  0.75  -1.07  -1.50  -0.34
Cl  1.71  1.61  -1.12  0.38
N  0.90  -1.64  1.71  0.16
H  -0.42  -4.10  4.98  0.06
H  -0.40  -3.24  0.28  0.12
H  -1.72  -3.66  1.32  0.13
H  -2.38  -2.84  -0.92  0.12
H  -1.68  -1.29  -0.64  0.05
H  -4.32  -2.36  0.12  0.07
H  -3.49  -1.84  1.56  0.05
H  -2.11  -0.33  2.22  0.11
H  -0.60  -0.10  3.07  0.15
H  1.48  0.45  1.73  0.09
H  1.11  -1.94  -1.70  0.07
H  1.45  -2.36  1.24  0.17
H  1.28  -1.52  2.66  0.18
C  -3.29  -0.42  -4.21  0.08
C  -1.99  -0.37  -3.89  -0.23
C  -0.90  -0.63  -4.90  -0.31
O  0.25  -0.55  -4.50  0.09
C  -1.28  -0.97  -6.25  0.07
C  -2.58  -1.02  -6.58  -0.23
C  -3.67  -0.74  -5.58  -0.31
O  -4.82  -0.80  -5.97  0.12
O  -3.01  -1.32  -7.79  0.13
O  -1.55  -0.09  -2.66  0.06
H  -4.08  -0.23  -3.49  0.13
H  -0.49  -1.17  -6.96  0.14
H  -3.98  -1.29  -7.76  0.13
H  -0.57  -0.11  -2.71  0.07
C  4.82  4.06  3.98  0.09
C  4.66  2.78  3.63  -0.23
C  3.53  2.32  2.75  -0.31
O  3.47  1.13  2.47  0.04
C  2.58  3.30  2.28  0.06
C  2.72  4.59  2.63  -0.22
C  3.87  5.05  3.50  -0.30
O  3.92  6.24  3.75  0.13
O  1.89  5.53  2.24  0.14
O  5.48  1.81  4.03  0.12
H  5.62  4.40  4.61  0.14
H  1.77  2.94  1.66  0.11
H  2.23  6.37  2.63  0.13
H  5.16  0.98  3.63  0.12


ORCA calculation (the ωB97M-V functional and the def2-TZVPD basis) on C20H21CoF5N6O2STe as an isolated structure at a distorted geometry.

Properties
LUMO energy (alpha / beta) = -0.0529 / -0.0463 Ha
strongest force on any atom = 6.10 eV Å⁻¹
HOMO energy (alpha / beta) = -6.83 / -7.58 eV
spin multiplicity = 4
expectation value of S² = 3.8008
HOMO-LUMO gap (alpha / beta) = 0.19817 / 0.23206 Ha
energy = -3802.04527 hartree
relative energy (zero: lowest compared OMol25 entry of this formula, charge and spin) = 1.2900 eV

Each line ends with the Löwdin charge.
Positions of all 57 atoms, in Å:
Co  -0.56  0.09  -1.03  0.27
O  -3.60  1.35  1.34  0.04
C  -2.60  0.88  0.83  -0.51
N  -2.09  1.09  -0.43  -0.12
C  -2.75  1.90  -1.44  -0.14
C  -1.94  1.81  -2.72  -0.21
C  -2.44  2.34  -3.94  0.00
C  -1.76  1.95  -5.09  -0.06
C  -0.55  1.27  -5.00  -0.05
C  -0.06  1.00  -3.75  -0.12
N  -0.81  1.09  -2.67  -0.01
C  -1.80  -0.13  1.53  -0.18
C  -2.12  -0.63  2.77  -0.02
C  -1.28  -1.50  3.42  -0.08
C  -0.22  -2.04  2.70  -0.05
C  -0.05  -1.65  1.35  -0.09
N  -0.73  -0.60  0.85  0.02
H  -2.84  2.92  -1.06  0.13
H  -3.74  1.47  -1.60  0.13
H  -3.27  3.02  -3.94  0.11
H  -2.06  2.30  -6.10  0.11
H  0.08  1.00  -5.88  0.13
H  0.96  0.67  -3.58  0.10
H  -2.91  -0.14  3.34  0.12
H  -1.48  -1.80  4.48  0.12
H  0.59  -2.71  3.17  0.12
H  0.62  -2.18  0.63  0.10
F  3.54  -1.68  -1.78  -0.44
Te  1.77  -2.33  -2.48  1.96
F  0.20  -3.00  -3.37  -0.41
F  1.96  -1.02  -3.84  -0.41
F  2.71  -3.70  -3.41  -0.38
F  1.41  -3.63  -0.97  -0.45
O  0.86  -0.94  -1.50  -0.62
C  1.84  3.14  4.65  -0.02
C  2.17  2.18  3.58  -0.27
C  3.15  1.23  3.62  0.03
C  3.16  0.32  2.55  -0.27
N  2.38  0.42  1.47  0.14
C  1.58  1.43  1.38  -0.67
S  0.63  1.95  -0.05  0.73
N  1.29  2.14  2.53  0.10
C  4.11  -0.84  2.47  0.00
H  0.81  2.96  4.96  0.10
H  1.85  4.16  4.26  0.09
H  2.63  3.01  5.49  0.12
H  3.77  1.05  4.48  0.12
H  0.57  2.85  2.37  0.13
H  3.83  -1.54  3.23  0.08
H  5.10  -0.44  2.65  0.09
H  3.97  -1.29  1.51  0.08
C  -2.85  -3.63  -2.10  -0.03
C  -2.33  -2.28  -1.94  -0.11
N  -1.80  -1.26  -1.68  0.17
H  -3.55  -3.79  -2.88  0.07
H  -3.31  -3.88  -1.12  0.10
H  -2.02  -4.33  -2.27  0.09


ORCA calculation (the ωB97M-V functional and the def2-TZVPD basis) on the molecule C20H21F2N3O2.

Properties
LUMO energy = 0.0232 Ha
strongest force on any atom = 0.65 eV Å⁻¹
SMILES = O=C1c2ccccc2[C@H](Nc2ccc(F)cc2F)N1CCN1CCOCC1
HOMO energy = -8.09 eV
spin multiplicity = 1
HOMO-LUMO gap = 0.32051 Ha
energy = -1289.21985 hartree
relative energy (zero: lowest compared OMol25 entry of this formula, charge and spin) = 1.1676 eV

Each line ends with the Löwdin charge.
Positions of all 48 atoms, in Å:
O  2.61  0.88  2.44  0.09
C  1.97  1.21  1.46  -0.41
C  2.35  2.15  0.38  -0.08
C  3.50  2.91  0.22  0.00
C  3.59  3.71  -0.91  -0.07
C  2.57  3.76  -1.84  -0.07
C  1.42  2.99  -1.68  -0.01
C  1.33  2.19  -0.56  -0.10
C  0.21  1.28  -0.12  -0.23
N  -1.02  1.99  0.00  0.11
C  -2.28  1.43  -0.04  -0.20
C  -2.56  0.13  -0.48  -0.02
C  -3.85  -0.34  -0.54  -0.01
C  -4.90  0.48  -0.16  -0.28
F  -6.17  0.02  -0.22  0.05
C  -4.68  1.77  0.28  0.07
C  -3.38  2.22  0.33  -0.20
F  -3.14  3.48  0.77  0.06
N  0.72  0.78  1.15  0.01
C  0.06  -0.27  1.90  -0.10
C  0.55  -1.66  1.48  -0.15
N  0.25  -1.91  0.07  -0.18
C  -0.65  -3.04  -0.17  -0.17
C  0.06  -4.39  -0.03  -0.19
O  1.18  -4.46  -0.90  -0.13
C  2.09  -3.42  -0.63  -0.19
C  1.42  -2.05  -0.78  -0.16
H  4.29  2.86  0.95  0.12
H  4.48  4.31  -1.06  0.10
H  2.66  4.40  -2.70  0.10
H  0.62  3.03  -2.40  0.12
H  0.07  0.44  -0.82  0.15
H  -0.96  2.88  0.48  0.15
H  -1.75  -0.52  -0.76  0.09
H  -4.06  -1.34  -0.88  0.12
H  -5.49  2.41  0.58  0.13
H  0.30  -0.11  2.95  0.13
H  -1.02  -0.18  1.75  0.12
H  1.63  -1.71  1.67  0.12
H  0.06  -2.40  2.13  0.12
H  -1.49  -2.98  0.52  0.12
H  -1.02  -2.94  -1.19  0.12
H  -0.60  -5.21  -0.31  0.13
H  0.39  -4.54  1.01  0.12
H  2.90  -3.54  -1.36  0.13
H  2.50  -3.53  0.38  0.12
H  2.14  -1.26  -0.54  0.12
H  1.09  -1.93  -1.82  0.13